# 1
Computed, not measured: one molecule with the formula C4H13N3, with the ωB97M-V functional and the def2-TZVPD basis.

Last column: natural (NBO) charge in e.
Positions of all 20 atoms, in Å:
C: 1.27 1.05 0.96  -0.629
C: 0.07 0.18 1.38  -0.061
N: -0.53 0.78 2.58  -0.833
C: -0.91 0.00 0.23  -0.235
N: -0.55 -1.09 -0.65  -0.661
C: -0.32 -0.91 -2.10  -0.043
N: 0.82 -0.12 -2.40  -0.881
H: 2.19 0.91 1.52  0.205
H: 1.60 0.80 -0.04  0.224
H: 0.94 2.09 1.06  0.204
H: 0.48 -0.81 1.60  0.174
H: -0.80 0.07 3.25  0.353
H: 0.20 1.25 3.09  0.350
H: -1.95 -0.14 0.58  0.194
H: -1.06 0.94 -0.33  0.184
H: -1.13 -1.91 -0.53  0.358
H: -1.22 -0.59 -2.65  0.157
H: -0.18 -1.94 -2.45  0.179
H: 0.71 0.88 -2.46  0.377
H: 1.76 -0.49 -2.37  0.383

Calculated values
F_max: 0.02495 hartree/bohr
ΔE to the lowest compared entry with this formula, charge and spin: 21.9 kcal/mol
SMILES: C[C@@H](N)CNCN
HOMO level: -8.538 eV
Frontier orbital gap: 9.699 eV

# 2
Computed, not measured: C40H112BeNO17 as an isolated structure, with the ωB97M-V functional and the def2-TZVPD basis.

Last column: Löwdin charge in e.
Positions of all 171 atoms, in Å:
Be: 1.51 -8.24 2.86  0.174
C: 1.24 -0.02 2.64  -0.025
C: -0.07 -0.27 1.85  -0.407
C: -0.34 1.13 1.15  -0.131
C: -1.48 1.18 0.13  -0.171
C: -1.07 0.23 -0.99  -0.123
C: -0.89 -1.28 -0.45  -0.396
N: -0.08 -1.35 0.82  0.135
O: 0.09 -2.70 1.32  0.118
C: -0.09 -1.95 -1.69  0.008
C: -2.31 -1.80 -0.22  -0.006
C: -1.22 -0.45 2.96  0.016
H: 2.11 0.17 2.00  0.093
H: 1.51 -0.91 3.20  0.090
H: 1.21 0.77 3.39  0.104
H: 0.61 1.46 0.72  0.124
H: -0.55 1.75 2.03  0.124
H: -1.51 2.22 -0.21  0.123
H: -2.46 0.99 0.58  0.110
H: -0.17 0.59 -1.48  0.123
H: -1.95 0.24 -1.63  0.126
H: -0.61 -1.91 -2.65  0.098
H: 0.17 -3.00 -1.59  0.083
H: 0.82 -1.35 -1.74  0.081
H: -2.99 -1.78 -1.07  0.111
H: -2.71 -1.24 0.62  0.077
H: -2.31 -2.84 0.09  0.094
H: -2.18 -0.06 2.62  0.078
H: -1.02 0.18 3.82  0.096
H: -1.31 -1.48 3.30  0.091
C: 7.99 -1.49 11.09  -0.075
C: 6.87 -1.23 10.13  -0.360
O: 6.49 -2.21 9.22  -0.076
H: 7.67 -2.06 11.97  0.073
H: 8.38 -0.57 11.53  0.076
H: 8.82 -2.00 10.59  0.079
H: 7.10 -0.49 9.37  0.099
H: 6.03 -0.67 10.54  0.108
H: 6.37 -1.72 8.40  0.075
C: -4.29 7.41 1.48  -0.077
C: -2.86 7.52 2.05  -0.343
O: -2.01 7.47 0.97  -0.085
H: -4.82 6.78 2.19  0.064
H: -4.27 6.96 0.49  0.074
H: -4.73 8.41 1.51  0.071
H: -2.60 6.62 2.61  0.099
H: -2.75 8.37 2.72  0.115
H: -1.82 6.55 0.76  0.082
C: 4.32 8.35 4.87  -0.080
C: 4.77 6.91 4.50  -0.314
O: 4.47 6.13 5.65  -0.096
H: 3.25 8.42 5.00  0.069
H: 4.69 9.15 4.22  0.069
H: 4.75 8.54 5.86  0.071
H: 5.84 6.88 4.28  0.105
H: 4.30 6.45 3.63  0.098
H: 5.21 5.54 5.81  0.077
C: -4.86 -7.11 4.90  -0.090
C: -4.20 -8.36 5.52  -0.292
O: -3.25 -8.83 4.56  -0.097
H: -5.73 -6.80 5.48  0.063
H: -5.20 -7.27 3.88  0.066
H: -4.25 -6.20 4.84  0.060
H: -4.91 -9.13 5.85  0.104
H: -3.73 -8.22 6.50  0.104
H: -3.59 -9.56 4.03  0.080
C: -2.12 -8.80 -3.60  -0.073
C: -2.63 -8.98 -2.09  -0.317
O: -1.74 -8.41 -1.20  -0.077
H: -1.97 -7.74 -3.82  0.058
H: -2.84 -9.06 -4.37  0.059
H: -1.26 -9.40 -3.90  0.064
H: -2.96 -9.99 -1.83  0.110
H: -3.52 -8.36 -2.03  0.096
H: -1.94 -7.48 -1.27  0.079
O: 4.01 -8.11 -0.88  -0.065
H: 3.85 -8.31 -1.80  0.021
H: 4.97 -8.06 -0.81  0.029
O: 0.15 -5.36 6.31  -0.056
H: -0.11 -4.69 5.68  0.017
H: 0.15 -4.91 7.15  0.032
O: 3.88 -8.10 -5.16  -0.051
H: 3.89 -7.19 -5.46  0.026
H: 4.76 -8.42 -5.34  0.031
O: 4.82 -2.64 0.33  -0.050
H: 3.92 -2.85 0.57  0.016
H: 5.29 -2.61 1.16  0.034
C: 6.50 2.98 -2.42  -0.065
C: 7.54 3.27 -3.52  -0.496
C: 7.83 4.79 -3.77  -0.036
O: 8.68 2.44 -3.49  -0.038
H: 5.58 3.56 -2.47  0.073
H: 6.89 3.25 -1.43  0.074
H: 6.31 1.91 -2.40  0.068
H: 7.06 2.86 -4.41  0.119
H: 8.45 4.86 -4.67  0.073
H: 8.40 5.25 -2.96  0.075
H: 6.92 5.35 -3.94  0.072
H: 8.26 1.59 -3.60  0.081
C: -0.25 6.85 -7.59  -0.111
C: -0.58 5.87 -8.62  -0.456
C: -0.49 4.50 -7.94  -0.066
O: -1.97 6.22 -8.98  -0.063
H: -0.41 7.87 -7.94  0.081
H: 0.73 6.78 -7.12  0.087
H: -0.92 6.78 -6.74  0.086
H: 0.16 5.83 -9.43  0.136
H: -0.79 4.46 -6.90  0.076
H: 0.57 4.25 -7.96  0.078
H: -1.01 3.75 -8.55  0.079
H: -2.01 7.12 -9.31  0.074
C: 6.79 -3.03 -6.00  -0.063
C: 7.60 -3.88 -5.05  -0.588
C: 8.61 -4.55 -5.91  -0.070
O: 8.21 -3.14 -4.07  -0.012
H: 7.45 -2.28 -6.42  0.087
H: 6.08 -2.46 -5.40  0.073
H: 6.34 -3.62 -6.79  0.086
H: 7.03 -4.65 -4.52  0.136
H: 9.31 -5.14 -5.31  0.082
H: 9.18 -3.70 -6.30  0.089
H: 8.29 -5.21 -6.71  0.087
H: 7.44 -3.02 -3.50  0.093
C: -7.80 0.45 5.83  -0.064
C: -7.44 1.73 6.57  -0.467
C: -8.37 2.91 6.23  -0.069
O: -7.73 1.64 7.98  -0.066
H: -8.86 0.18 5.79  0.085
H: -7.41 -0.39 6.41  0.067
H: -7.33 0.32 4.86  0.073
H: -6.38 1.98 6.46  0.129
H: -8.35 3.20 5.18  0.071
H: -8.07 3.86 6.65  0.075
H: -9.41 2.71 6.48  0.086
H: -7.24 0.90 8.34  0.081
C: -8.95 0.44 -5.06  -0.051
C: -9.78 1.77 -4.78  -0.544
C: -9.20 2.96 -5.47  -0.057
O: -11.02 1.47 -5.16  -0.023
H: -8.86 0.23 -6.13  0.080
H: -9.13 -0.42 -4.41  0.075
H: -7.89 0.65 -4.90  0.064
H: -9.89 1.93 -3.70  0.130
H: -8.72 2.57 -6.37  0.073
H: -8.40 3.50 -4.96  0.077
H: -9.86 3.75 -5.84  0.084
H: -11.05 0.58 -5.51  0.092
C: -0.06 7.01 9.32  -0.038
C: -0.28 5.64 10.01  -0.528
C: -1.62 4.97 9.92  -0.062
O: 0.67 4.73 9.62  -0.043
H: 0.91 7.47 9.51  0.080
H: -0.78 7.79 9.55  0.078
H: -0.19 6.81 8.26  0.079
H: -0.11 5.69 11.09  0.129
H: -2.15 4.91 10.87  0.073
H: -1.56 3.94 9.57  0.077
H: -2.42 5.42 9.32  0.071
H: 1.15 5.08 8.87  0.085
C: -0.12 -5.65 -10.57  -0.069
C: 0.12 -4.20 -10.93  -0.529
C: 0.08 -3.19 -9.67  -0.022
O: 1.36 -4.16 -11.38  -0.035
H: -1.20 -5.82 -10.57  0.080
H: 0.28 -5.85 -9.57  0.081
H: 0.22 -6.46 -11.21  0.084
H: -0.55 -3.95 -11.76  0.130
H: 0.38 -2.15 -9.81  0.070
H: 0.60 -3.67 -8.84  0.064
H: -0.98 -3.23 -9.41  0.061
H: 1.61 -5.07 -11.54  0.086

Calculated values
Total charge: +1
F_max: 0.16940 hartree/bohr
HOMO level: -9.812 eV
Frontier orbital gap: 2.124 eV

- Among the records above, which one has the highest frontier orbital gap?
  C4H13N3